DFT (wB97M-V/def2-TZVPD) results for a cluster of 2 separate species, C9H14O in total in a non-equilibrium geometry.

## Properties
SMILES ... Cc1ccc(O)cc1.CC
LUMO level ... 0.78 eV
Energy above the lowest of the compared OMol25 structures with the same formula, charge and spin ... 103.3 kJ/mol
Orbital gap ... 8.841 eV
Strongest force on any atom ... 3.18 eV/A

```
24
Properties=species:S:1:pos:R:3:forces:R:3:lowdin_charge:R:1
C 0.8152 2.3672 -1.5635 -0.6249 -0.5050 -1.2827 -0.076
C 1.5917 -0.9628 1.0522 -0.7189 1.9828 0.4061 -0.311
C 0.4640 -0.0910 1.3379 2.0820 -2.3787 -0.3335 -0.023
C 2.5160 -0.5788 0.0827 -0.6512 0.3274 0.4953 -0.031
C 0.2372 0.9669 0.5119 0.0351 1.1187 -2.0577 -0.061
C 2.2211 0.4887 -0.7403 1.0680 1.6702 -0.5626 -0.067
C 1.1027 1.3052 -0.5844 -0.7574 -2.4577 1.5820 -0.306
O 1.9986 -2.0211 1.7820 -0.5619 -1.4292 1.4499 0.029
H 1.3752 -2.4195 2.4425 0.4889 1.0938 -1.1088 0.136
H -0.1570 -0.3092 2.1865 -0.3425 -0.0920 0.1386 0.100
H 3.5077 -0.9949 0.1270 0.0068 -0.5041 -0.3829 0.115
H -0.7032 1.5117 0.5993 0.2968 0.1639 0.2486 0.105
H 2.9971 0.8747 -1.4564 -0.7688 -0.7696 0.5335 0.130
H -0.2437 2.6686 -1.4733 0.7008 0.5384 0.1118 0.081
H 0.8951 1.9575 -2.6181 0.1591 0.5482 1.1452 0.100
H 1.5769 3.1239 -1.3990 -0.4275 0.6888 -0.3869 0.080
C -4.9509 -0.2534 -1.0706 0.6720 0.6182 -1.0864 -0.195
C -3.8112 -1.0353 -0.3910 -1.0398 0.2778 0.5824 -0.174
H -4.6656 0.4540 -1.8913 0.3828 -0.8964 0.3857 0.069
H -5.5646 -1.0157 -1.5160 -0.9300 0.1134 -0.1893 0.047
H -5.4910 0.4482 -0.4333 -0.2097 -0.6473 0.4887 0.058
H -3.3266 -1.7610 -1.1011 0.0346 1.1525 0.8313 0.080
H -3.2187 -0.2888 0.1646 0.6588 -0.7869 -0.5524 0.052
H -4.3079 -1.6430 0.3996 0.4471 0.1730 -0.4560 0.064
```
Forces are in eV/Å.



DFT (wB97M-V/def2-TZVPD) results for a cluster of 2 separate species, H4NOPS2 in total in a non-equilibrium geometry.

## Properties
LUMO level ... -0.28 eV
Energy above the lowest of the compared OMol25 structures with the same formula, charge and spin ... 126.8 kJ/mol
Orbital gap ... 8.810 eV
Strongest force on any atom ... 5.98 eV/A

```
9
Properties=species:S:1:pos:R:3:forces:R:3:lowdin_charge:R:1
N 0.2765 -0.1563 1.3568 -0.2193 -0.5168 0.0076 -0.181
O -1.2835 0.4964 -0.9522 -2.9657 4.4933 2.5994 -0.164
P 1.0540 -0.1580 -0.0582 0.4114 -1.3123 -1.8182 -0.082
S 2.3864 1.2337 -0.2549 -0.9584 -1.0072 0.2059 0.198
S 0.6364 -1.7519 -1.2711 0.7567 2.0386 1.7057 0.161
H -0.5030 -0.7111 1.6415 -0.4000 -0.6106 -0.6946 0.065
H 0.6479 0.2902 2.1440 0.9178 1.1517 0.8719 0.035
H -2.1873 0.9388 -1.1118 2.3647 -1.4969 -0.1122 0.113
H -1.0273 -0.1818 -1.4941 0.0928 -2.7397 -2.7653 -0.145
```
Forces are in eV/Å.



DFT (wB97M-V/def2-TZVPD) results for a structure of composition H6InNOP.

## Properties
LUMO level ... 3.67 eV
Net charge ... -1
Energy above the lowest of the compared OMol25 structures with the same formula, charge and spin ... 0.0 kJ/mol
Orbital gap ... 6.824 eV
Strongest force on any atom ... 0.41 eV/A

```
10
Properties=species:S:1:pos:R:3:forces:R:3:lowdin_charge:R:1
N -1.6318 0.1911 -0.8344 -0.1949 -0.3172 0.1649 -0.313
P -0.0032 -0.3585 -1.0463 -0.0551 0.0694 0.0157 0.480
O 0.6789 1.0730 -1.6664 0.3225 -0.0079 -0.1317 -0.499
In 0.8590 -0.3832 1.3901 0.0410 0.0127 -0.0167 -0.039
H -2.3083 -0.4276 -1.2609 0.0349 0.1134 -0.1455 -0.022
H -1.9171 0.3450 0.1249 0.1174 0.0767 0.0005 -0.033
H 1.2645 0.8251 -2.3915 -0.2382 0.0529 0.0844 -0.016
H -0.5760 -0.5316 2.4223 -0.0972 0.0188 -0.0140 -0.183
H 1.7610 1.0877 1.7336 0.0222 0.0319 0.0113 -0.182
H 1.8730 -1.8210 1.5285 0.0474 -0.0507 0.0310 -0.194
```
Forces are in eV/Å.



What is the formula in the third record?
H6InNOP



The highest orbital gap belongs to which entry?
C9H14O